123
Properties=species:S:1:pos:R:3:lowdin_charge:R:1 method="wB97M-V/def2-TZVPD" charge=-1 lumo_ev=1.7 homo_energy_ev=-4.3617 homo_lumo_gap_ev=6.09 spin_multiplicity=1
C -5.913 1.829 0.891 -0.080
C -5.200 0.834 -0.099 -0.294
O -4.029 0.230 0.439 -0.199
C -2.892 1.163 0.394 -0.281
C -2.243 1.157 1.814 -0.281
Nb -0.026 1.723 1.872 1.679
C 0.597 -0.321 0.959 -0.329
O -0.571 -1.027 0.426 -0.206
C -0.306 -1.683 -0.756 -0.284
C 0.547 -2.873 -0.752 -0.008
C 0.754 -3.542 -2.016 -0.101
C 0.165 -3.125 -3.265 -0.116
C -0.657 -1.934 -3.272 -0.076
C -0.885 -1.226 -2.013 0.003
C -0.065 2.524 -0.267 -0.275
O 1.018 3.455 -0.603 -0.098
C 0.928 3.905 -1.875 -0.659
F 2.093 4.583 -2.168 0.107
F -0.118 4.781 -2.053 0.112
F 0.812 2.929 -2.825 0.121
C 0.027 0.627 3.917 -0.293
O 0.285 1.527 5.051 -0.094
C 0.131 0.903 6.243 -0.651
F 0.810 -0.289 6.322 0.098
F 0.656 1.697 7.243 0.104
F -1.186 0.697 6.565 0.122
C -0.606 3.707 2.817 -0.484
C 0.533 4.446 3.633 -0.223
C -1.184 4.800 1.808 -0.301
C -2.678 4.574 1.371 -0.127
P 2.478 2.170 2.172 0.724
C 3.213 1.001 3.482 -0.369
C 3.485 1.768 0.643 -0.390
H -6.559 1.313 1.644 0.055
H -5.146 2.423 1.462 0.061
H -6.499 2.578 0.301 0.071
H -5.955 0.032 -0.339 0.108
H -5.002 1.361 -1.074 0.112
H -3.322 2.143 0.078 0.084
H -2.222 0.779 -0.411 0.074
H -2.866 1.743 2.537 0.041
H -2.288 0.086 2.168 0.050
H 1.281 -0.131 0.083 0.047
H 1.158 -0.925 1.732 0.043
H 1.016 -3.247 0.183 0.110
H 1.389 -4.454 -2.014 0.088
H 0.295 -3.651 -4.231 0.066
H -1.154 -1.550 -4.193 0.076
H -1.536 -0.328 -2.086 0.097
H -1.029 3.079 -0.467 0.058
H -0.094 1.629 -0.953 0.060
H 0.724 -0.252 3.871 0.039
H -0.993 0.175 4.104 0.065
H -1.446 3.507 3.548 0.076
H 1.217 3.787 4.211 0.018
H 1.066 5.158 2.947 0.063
H 0.012 5.102 4.396 0.067
H -1.173 5.765 2.402 0.092
H -0.488 5.003 0.949 0.089
H -3.227 5.554 1.454 0.068
H -3.247 3.846 1.991 0.047
H -2.719 4.315 0.277 0.058
H 4.327 0.982 3.308 0.021
H 2.879 -0.056 3.289 0.018
H 3.002 1.341 4.521 0.022
H 4.568 1.767 0.968 0.022
H 3.418 2.522 -0.174 0.016
H 3.313 0.740 0.224 0.025
N -7.271 -1.602 1.736 0.068
C -6.395 -1.326 2.708 -0.138
C -6.543 -1.748 4.021 -0.065
C -7.664 -2.494 4.348 -0.091
C -8.587 -2.790 3.357 -0.088
C -8.344 -2.324 2.075 -0.160
H -5.535 -0.737 2.404 0.097
H -5.800 -1.497 4.767 0.104
H -7.817 -2.841 5.363 0.101
H -9.475 -3.370 3.574 0.095
H -9.035 -2.534 1.265 0.098
N 1.351 -2.788 -6.256 0.058
C 1.813 -3.743 -7.069 -0.136
C 2.979 -3.628 -7.809 -0.077
C 3.707 -2.454 -7.704 -0.121
C 3.248 -1.448 -6.868 -0.062
C 2.071 -1.666 -6.169 -0.146
H 1.207 -4.642 -7.119 0.106
H 3.308 -4.435 -8.451 0.102
H 4.624 -2.323 -8.267 0.100
H 3.790 -0.518 -6.761 0.109
H 1.672 -0.911 -5.499 0.111
N -2.295 -0.190 -6.344 0.061
C -1.020 -0.202 -6.749 -0.156
C -0.396 0.873 -7.363 -0.071
C -1.133 2.026 -7.573 -0.084
C -2.457 2.062 -7.163 -0.078
C -2.986 0.934 -6.556 -0.153
H -0.486 -1.128 -6.566 0.071
H 0.641 0.807 -7.668 0.095
H -0.682 2.889 -8.050 0.103
H -3.064 2.946 -7.311 0.098
H -4.015 0.916 -6.215 0.102
N 2.208 -2.202 11.691 0.041
C 1.797 -2.837 10.588 -0.164
C 1.597 -2.212 9.367 -0.066
C 1.830 -0.849 9.282 -0.068
C 2.254 -0.169 10.412 -0.068
C 2.428 -0.888 11.584 -0.166
H 1.625 -3.902 10.704 0.097
H 1.266 -2.778 8.505 0.103
H 1.684 -0.325 8.349 0.078
H 2.445 0.896 10.384 0.102
H 2.762 -0.400 12.494 0.097
N 6.769 -3.176 -4.836 0.068
C 6.368 -3.363 -6.098 -0.146
C 7.235 -3.578 -7.159 -0.076
C 8.596 -3.597 -6.899 -0.089
C 9.035 -3.403 -5.599 -0.080
C 8.085 -3.199 -4.610 -0.153
H 5.298 -3.337 -6.250 0.075
H 6.854 -3.727 -8.161 0.097
H 9.307 -3.761 -7.701 0.102
H 10.090 -3.410 -5.358 0.099
H 8.380 -3.047 -3.577 0.103


114
Properties=species:S:1:pos:R:3:lowdin_charge:R:1 method="wB97M-V/def2-TZVPD" lumo_ev=0.0 homo_energy_ev=-9.1337 homo_lumo_gap_ev=9.16 spin_multiplicity=1
C 2.979 0.721 -2.790 -0.051
C 3.107 0.336 -4.287 -0.305
O 3.144 1.479 -5.140 -0.082
H 1.939 0.898 -2.481 0.054
H 3.458 1.644 -2.581 0.051
H 3.445 -0.023 -2.151 0.055
H 2.471 -0.435 -4.714 0.084
H 4.110 -0.119 -4.393 0.108
H 3.526 1.349 -6.005 0.078
C -0.224 0.952 -4.554 -0.058
C -0.976 0.651 -3.296 -0.353
O -2.308 0.542 -3.631 -0.085
H -0.151 0.170 -5.325 0.092
H 0.800 1.190 -4.271 0.041
H -0.623 1.752 -5.109 0.064
H -0.920 1.395 -2.469 0.107
H -0.649 -0.219 -2.779 0.071
H -2.759 0.133 -2.846 0.034
C 1.219 -2.334 -2.852 -0.073
C 2.501 -3.101 -2.977 -0.292
O 2.632 -3.905 -1.851 -0.075
H 1.063 -1.747 -3.724 0.057
H 1.339 -1.660 -2.029 0.047
H 0.306 -2.824 -2.727 0.056
H 3.327 -2.401 -3.193 0.120
H 2.501 -3.788 -3.795 0.109
H 2.007 -4.646 -1.890 0.119
C -0.763 -1.282 4.599 -0.067
C -0.299 -0.921 3.195 -0.323
O 1.006 -0.397 3.324 -0.076
H -1.807 -1.622 4.585 0.065
H -0.841 -0.440 5.238 0.058
H -0.134 -2.008 5.046 0.063
H -0.934 -0.157 2.695 0.086
H -0.376 -1.871 2.565 0.136
H 1.223 -0.267 2.423 -0.030
C -1.924 4.424 0.145 -0.083
C -0.936 4.567 -1.034 -0.275
O 0.322 5.187 -0.689 -0.090
H -1.959 5.358 0.709 0.080
H -1.671 3.605 0.843 0.025
H -2.886 4.200 -0.290 0.071
H -1.429 5.262 -1.719 0.108
H -0.835 3.645 -1.593 0.086
H 0.957 4.473 -0.632 0.004
C -3.615 -0.886 2.564 -0.074
C -4.987 -0.425 2.090 -0.316
O -5.769 -0.064 3.212 -0.104
H -3.315 -0.382 3.479 0.064
H -2.870 -0.871 1.797 0.054
H -3.512 -1.869 2.944 0.061
H -5.593 -1.093 1.459 0.113
H -4.788 0.472 1.512 0.070
H -6.745 0.084 3.044 0.116
C -1.844 -5.599 -0.447 -0.067
C -1.471 -4.146 -0.679 -0.375
O -0.181 -3.861 -0.297 -0.090
H -1.739 -6.193 -1.376 0.076
H -2.920 -5.577 -0.250 0.070
H -1.320 -6.048 0.393 0.081
H -2.093 -3.596 -0.059 0.067
H -1.674 -3.700 -1.715 0.124
H -0.001 -2.909 -0.364 0.034
C 5.017 -0.559 0.688 -0.044
C 4.490 -1.650 -0.278 -0.302
O 3.121 -1.642 -0.422 -0.138
H 4.403 -0.643 1.601 0.074
H 4.898 0.468 0.350 0.052
H 6.074 -0.563 0.988 0.081
H 4.721 -2.632 0.084 0.098
H 4.966 -1.591 -1.253 0.110
H 2.821 -2.437 -0.870 0.043
C 2.705 2.761 0.020 -0.648
O 3.927 2.986 -0.545 -0.102
N 1.621 2.765 -0.674 0.159
N 2.625 2.441 1.274 0.135
H 1.676 3.197 -1.643 0.178
H 0.797 2.241 -0.349 0.070
H 3.519 2.377 1.866 0.186
H 1.785 2.683 1.830 0.079
C -3.603 0.156 -0.971 -0.564
O -2.927 1.115 -0.163 -0.131
N -2.939 -0.885 -1.336 0.170
N -4.813 0.237 -1.451 0.197
H -1.984 -0.932 -0.990 0.074
H -3.418 -1.766 -1.597 0.159
H -5.530 0.935 -1.113 0.166
H -5.147 -0.337 -2.178 0.108
C 0.261 0.044 0.308 -0.571
O -0.257 -1.051 -0.341 -0.116
N 1.483 0.058 0.757 0.175
N -0.393 1.164 0.438 0.149
H 2.104 -0.657 0.279 0.097
H 1.910 0.930 1.054 0.051
H -1.357 0.971 0.041 0.061
H -0.251 1.843 1.247 0.112
C -2.773 2.446 3.000 -0.172
O -2.277 2.131 4.297 -0.105
H -2.365 1.891 2.147 0.047
H -2.778 3.524 2.705 0.073
H -3.848 2.257 2.994 0.080
H -3.053 1.920 4.821 0.080
C 2.456 -3.686 1.819 -0.162
O 2.087 -4.059 3.108 -0.101
H 1.909 -2.740 1.672 0.069
H 2.214 -4.477 1.117 0.083
H 3.529 -3.458 1.733 0.074
H 2.310 -3.411 3.750 0.058
C 0.070 4.396 2.717 -0.145
O 0.282 3.037 2.572 -0.160
H 0.697 4.767 3.477 0.072
H -0.932 4.695 3.185 0.112
H 0.224 5.005 1.860 0.069
H 0.348 2.617 3.466 0.143


106
Properties=species:S:1:pos:R:3:lowdin_charge:R:1 method="wB97M-V/def2-TZVPD" charge=-1 lumo_ev=1.6 homo_energy_ev=-4.2892 homo_lumo_gap_ev=5.90 spin_multiplicity=1
K 0.565 0.164 -0.054 0.652
C -0.433 4.674 1.018 -0.046
O -1.416 4.290 0.062 -0.029
C -1.532 2.957 -0.149 -0.552
O -0.895 2.117 0.458 -0.016
N -2.499 2.730 -1.055 0.010
N -2.835 1.473 -1.563 0.070
H -0.574 5.739 1.180 0.095
H 0.570 4.478 0.637 0.084
H -0.568 4.134 1.955 0.085
H -2.903 3.517 -1.529 0.140
H -3.051 0.862 -0.780 0.052
H -2.011 1.040 -1.978 0.054
Br -3.595 -7.256 2.710 0.688
C -3.081 -6.970 0.899 -0.687
C -2.350 -7.942 0.236 -0.136
C -1.997 -7.740 -1.086 -0.040
C -2.341 -6.558 -1.752 -0.311
C -3.081 -5.592 -1.052 -0.019
C -3.455 -5.798 0.263 -0.125
N -2.100 -6.476 -3.124 0.036
N -1.830 -5.417 -3.751 0.049
C -1.369 -4.245 -3.199 -0.275
C -1.781 -3.095 -3.894 -0.032
C -1.632 -1.828 -3.389 -0.015
C -0.945 -1.581 -2.170 -0.365
O -0.794 -0.429 -1.696 -0.228
C -0.363 -2.757 -1.509 -0.147
N 0.390 -2.520 -0.416 0.077
C 0.999 -3.523 0.173 -0.137
C 0.956 -4.832 -0.316 -0.040
C 0.197 -5.092 -1.428 -0.009
C -0.548 -4.060 -2.033 -0.100
H -2.067 -8.851 0.749 0.095
H -1.431 -8.486 -1.630 0.110
H -3.363 -4.677 -1.558 0.117
H -4.016 -5.046 0.802 0.061
H -2.311 -3.255 -4.825 0.109
H -2.033 -0.972 -3.918 0.106
H 1.582 -3.277 1.056 0.099
H 1.518 -5.622 0.165 0.102
H 0.199 -6.080 -1.861 0.110
C -2.499 -2.356 1.248 -0.154
N -2.896 -0.958 1.059 -0.070
C -4.343 -0.911 0.861 -0.175
N -5.074 -1.480 1.999 -0.084
C -4.630 -2.868 2.167 -0.185
N -3.189 -2.967 2.392 -0.075
C -2.857 -2.188 3.585 -0.170
N -3.248 -0.777 3.457 -0.080
C -2.566 -0.226 2.277 -0.180
C -4.691 -0.735 3.201 -0.180
H -1.423 -2.402 1.416 0.119
H -2.733 -2.921 0.342 0.118
H -4.594 -1.466 -0.046 0.132
H -4.655 0.130 0.731 0.122
H -4.891 -3.433 1.268 0.106
H -5.156 -3.306 3.019 0.126
H -1.779 -2.244 3.752 0.116
H -3.374 -2.615 4.448 0.123
H -1.487 -0.283 2.432 0.086
H -2.854 0.821 2.157 0.127
H -5.001 0.307 3.087 0.123
H -5.213 -1.163 4.061 0.121
C 3.279 4.682 -1.561 -0.408
S 4.916 3.958 -1.232 0.746
C 4.922 2.645 -2.395 -1.045
C 4.150 1.520 -2.290 -1.187
S 3.113 1.087 -1.031 0.483
S 4.353 0.419 -3.676 0.883
C 5.530 1.321 -4.569 -1.546
S 6.187 0.812 -5.991 0.451
S 5.944 2.814 -3.811 0.857
H 3.168 5.545 -0.903 0.021
H 2.522 3.929 -1.345 -0.004
H 3.228 4.995 -2.601 0.035
O 1.186 -0.042 2.030 -0.708
S 1.102 -0.416 3.461 0.962
C 2.833 -0.465 4.199 -0.238
C 3.940 -0.439 3.196 -0.279
C 4.210 -1.562 2.417 -0.048
C 5.270 -1.563 1.528 -0.072
C 6.068 -0.435 1.401 -0.080
C 5.799 0.691 2.161 -0.069
C 4.734 0.692 3.047 -0.030
C 0.457 1.109 4.293 -0.252
C 1.390 2.269 4.190 -0.284
C 1.672 2.827 2.943 -0.039
C 2.581 3.868 2.831 -0.058
C 3.217 4.367 3.959 -0.086
C 2.934 3.825 5.206 -0.089
C 2.030 2.779 5.318 -0.065
H 2.830 -1.413 4.737 0.086
H 2.930 0.353 4.909 0.075
H 3.597 -2.450 2.529 0.108
H 5.464 -2.437 0.920 0.106
H 6.888 -0.428 0.694 0.106
H 6.404 1.580 2.042 0.106
H 4.530 1.572 3.646 0.105
H 0.236 0.816 5.320 0.097
H -0.473 1.293 3.752 0.086
H 1.191 2.431 2.058 0.096
H 2.812 4.273 1.853 0.105
H 3.936 5.171 3.867 0.102
H 3.423 4.208 6.092 0.100
H 1.808 2.361 6.294 0.111


19
Properties=species:S:1:pos:R:3:lowdin_charge:R:1 method="wB97M-V/def2-TZVPD" charge=+1 lumo_ev="-6.6 / -6.6" homo_energy_ev="-14.8963 / -14.8952" homo_lumo_gap_ev="8.34 / 8.34" smiles="CC(C)c1c(C#N)[nH]o[n+]1=O" spin_multiplicity=1
C 0.285 -2.042 0.551 -0.045
C 0.243 -0.535 0.953 -0.313
C 1.712 -0.008 0.902 -0.059
C -0.718 0.362 0.135 -0.009
C -0.501 0.959 -1.298 -0.013
C 0.655 0.800 -2.118 -0.087
N 1.619 0.949 -2.719 0.276
N -1.573 1.668 -1.587 0.182
O -2.488 1.554 -0.598 0.147
N -1.935 0.712 0.447 -0.176
O -2.557 0.623 1.418 0.225
H -0.690 -2.437 0.997 0.110
H 1.157 -2.448 0.989 0.068
H 0.245 -2.153 -0.596 0.113
H -0.204 -0.628 1.998 0.162
H 2.277 -0.417 0.104 0.066
H 2.394 -0.477 1.567 0.076
H 1.737 1.113 1.024 0.113
H -1.658 2.405 -2.168 0.164


18
Properties=species:S:1:pos:R:3:lowdin_spin:R:1 method="wB97M-V/def2-TZVPD" charge=+1 lumo_ev="-3.6 / -7.6" homo_energy_ev="-10.5924 / -14.3011" homo_lumo_gap_ev="6.98 / 6.74" spin_multiplicity=3
C 0.469 0.412 -0.619 0.013
C 2.336 -0.543 0.759 0.003
C -1.824 0.031 -1.357 0.002
C 1.442 0.675 0.418 0.003
C -1.275 -0.292 1.239 0.512
N -0.743 0.170 -0.467 0.013
I -2.857 1.201 1.903 1.408
H 0.785 0.507 -1.711 0.001
H 2.981 -0.503 1.774 0.000
H 3.151 -0.603 -0.086 0.000
H 1.918 -1.559 0.879 0.001
H -1.638 0.573 -2.279 0.000
H -2.740 0.408 -0.874 0.005
H -2.030 -0.963 -1.754 0.000
H 2.039 1.509 0.064 0.000
H 0.977 1.051 1.326 0.001
H -1.463 -1.295 1.069 0.022
H -0.380 -0.076 1.868 0.016


7
Properties=species:S:1:pos:R:3:lowdin_charge:R:1 method="wB97M-V/def2-TZVPD" lumo_ev=-1.2 homo_energy_ev=-10.2313 homo_lumo_gap_ev=9.03 spin_multiplicity=1
C -1.272 -0.678 0.074 -0.495
N -1.923 -1.479 0.563 0.127
N 1.163 -0.218 -0.175 -0.185
O -0.760 1.837 0.601 -0.521
S -0.292 0.470 -0.829 1.040
H 1.343 0.132 0.707 0.028
H 1.742 -0.064 -0.942 0.005


82
Properties=species:S:1:pos:R:3:lowdin_charge:R:1 method="wB97M-V/def2-TZVPD" charge=-1 lumo_ev=2.8 homo_energy_ev=-4.5712 homo_lumo_gap_ev=7.35 spin_multiplicity=1
Cd -0.603 0.334 0.318 1.368
C -0.036 -3.651 -0.863 -0.047
C 0.692 -2.901 0.232 -0.199
C 0.053 -2.595 1.440 -0.229
C -1.287 -3.219 1.760 -0.049
C 0.670 -1.725 2.351 -0.244
C -0.084 -1.254 3.579 -0.068
C 1.967 -1.253 2.106 -0.200
C 2.630 -0.345 3.122 -0.043
C 2.638 -1.639 0.940 -0.183
C 4.025 -1.135 0.615 -0.059
C 2.005 -2.476 0.015 -0.182
C 2.742 -2.929 -1.225 -0.038
H -1.115 -3.558 -0.750 0.071
H 0.224 -4.716 -0.879 0.086
H 0.221 -3.221 -1.832 0.066
H -2.116 -2.591 1.416 0.074
H -1.397 -3.378 2.832 0.072
H -1.381 -4.190 1.277 0.073
H -1.156 -1.383 3.456 0.064
H 0.091 -0.192 3.754 0.072
H 0.225 -1.795 4.481 0.086
H 2.420 0.709 2.905 0.089
H 3.711 -0.472 3.127 0.068
H 2.278 -0.558 4.131 0.067
H 4.070 -0.822 -0.427 0.063
H 4.780 -1.916 0.759 0.090
H 4.308 -0.277 1.221 0.063
H 2.564 -2.242 -2.058 0.078
H 2.402 -3.916 -1.539 0.073
H 3.816 -2.992 -1.048 0.068
F -3.224 -1.109 -0.030 0.022
B -2.736 0.194 -0.222 -1.057
F -3.568 1.114 0.395 0.047
O 0.990 -1.078 -3.656 0.053
C -0.077 -0.520 -3.526 -0.471
C -0.813 0.210 -4.649 -0.080
C -2.170 0.509 -4.029 -0.074
C -1.929 0.166 -2.582 -0.407
O -2.827 0.487 -1.718 0.094
N -0.804 -0.452 -2.335 0.149
H -0.843 -0.406 -5.543 0.112
H -0.262 1.123 -4.879 0.115
H -2.964 -0.135 -4.411 0.124
H -2.493 1.542 -4.127 0.110
C 1.901 4.478 1.881 -0.106
C 1.139 4.841 0.598 -0.606
C -0.358 4.952 0.933 -0.107
C 1.627 6.200 0.080 -0.103
Si 1.397 3.406 -0.641 0.391
O 0.837 2.046 -0.061 -0.487
C 3.260 3.311 -1.021 -0.208
C 3.868 2.063 -0.843 -0.086
C 5.216 1.859 -1.124 -0.092
C 5.995 2.913 -1.586 -0.109
C 5.415 4.163 -1.772 -0.103
C 4.065 4.353 -1.499 -0.114
C 0.580 3.912 -2.294 -0.191
C -0.811 4.096 -2.361 -0.096
C -1.440 4.469 -3.544 -0.105
C -0.701 4.619 -4.712 -0.116
C 0.669 4.389 -4.686 -0.105
C 1.298 4.050 -3.491 -0.091
H 1.742 5.238 2.658 0.076
H 2.979 4.400 1.693 0.074
H 1.560 3.512 2.269 0.068
H -0.506 5.597 1.811 0.076
H -0.794 3.973 1.153 0.073
H -0.916 5.395 0.103 0.064
H 1.309 7.005 0.757 0.077
H 1.220 6.420 -0.914 0.076
H 2.719 6.233 0.018 0.059
H 3.245 1.248 -0.482 0.075
H 5.659 0.879 -0.989 0.089
H 7.046 2.763 -1.805 0.091
H 6.016 4.988 -2.138 0.093
H 3.634 5.334 -1.677 0.091
H -1.414 3.939 -1.471 0.096
H -2.512 4.638 -3.558 0.098
H -1.191 4.904 -5.636 0.091
H 1.250 4.477 -5.599 0.094
H 2.370 3.886 -3.488 0.088


ΔE to the lowest compared entry with this formula, charge and spin readings, ordered: 0.0 4.9 42.7 131.3 44.8 78.1 0.0 kcal/mol